(1)
{
  "formula": "BrH3O3P",
  "method": "wB97M-V/def2-TZVPD",
  "species": ["O", "O", "O", "P", "Br", "H", "H", "H"],
  "coordinates": [[-0.910, 1.165, 0.258], [0.931, -0.018, -0.987], [0.097, -1.190, 0.971], [0.368, 0.310, 0.429], [4.191, -0.107, -0.364], [-1.058, 1.999, 0.528], [1.858, 0.098, -1.215], [-0.312, -1.502, 1.823]],
  "mulliken_charge": [-0.33, -0.20, -0.39, 0.83, 0.01, 0.38, 0.30, 0.40],
  "e_above_lowest_ev": 3.983,
  "total_charge": 1
}



(2)
{
  "formula": "C74H80F13N3O3",
  "method": "wB97M-V/def2-TZVPD",
  "species": ["C", "C", "C", "C", "C", "C", "C", "C", "C", "C", "C", "C", "C", "C", "C", "C", "C", "C", "C", "O", "C", "F", "F", "C", "F", "F", "C", "F", "F", "C", "O", "O", "C", "C", "N", "C", "C", "C", "C", "C", "N", "C", "N", "C", "H", "H", "H", "H", "H", "H", "H", "H", "H", "H", "H", "H", "H", "H", "H", "H", "H", "H", "H", "H", "H", "H", "H", "H", "H", "H", "H", "H", "H", "H", "H", "H", "H", "H", "H", "H", "H", "H", "H", "H", "H", "H", "H", "H", "H", "F", "C", "C", "C", "C", "C", "C", "H", "H", "H", "H", "H", "F", "C", "C", "C", "C", "C", "C", "H", "H", "H", "H", "H", "F", "C", "C", "C", "C", "C", "C", "H", "H", "H", "H", "H", "F", "C", "C", "C", "C", "C", "C", "H", "H", "H", "H", "H", "F", "C", "C", "C", "C", "C", "C", "H", "H", "H", "H", "H", "F", "C", "C", "C", "C", "C", "C", "H", "H", "H", "H", "H", "F", "C", "C", "C", "C", "C", "C", "H", "H", "H", "H", "H"],
  "coordinates": [[1.791, 4.941, -1.885], [0.865, 4.828, -3.261], [1.355, 3.543, -4.153], [0.394, 3.272, -5.472], [0.506, 1.640, -5.801], [-0.684, 1.095, -6.792], [-0.212, -0.171, -7.764], [0.461, -1.420, -6.929], [0.936, -2.682, -7.886], [1.567, -3.912, -6.947], [2.928, -3.433, -6.127], [3.920, -4.672, -5.709], [3.210, -5.864, -4.834], [2.584, -5.388, -3.395], [3.578, -4.417, -2.504], [2.694, -3.889, -1.189], [3.042, -4.405, 0.337], [2.076, -3.857, 1.587], [2.472, -4.398, 3.082], [3.309, -5.468, 3.178], [1.933, -3.773, 4.514], [0.458, -3.446, 4.490], [2.040, -4.910, 5.504], [2.860, -2.567, 5.122], [2.622, -2.353, 6.591], [4.287, -3.055, 5.035], [2.815, -1.156, 4.294], [1.541, -0.866, 3.599], [2.974, -0.064, 5.328], [4.035, -0.932, 3.222], [4.441, -1.786, 2.280], [4.770, 0.375, 3.274], [0.841, -2.842, 1.223], [0.503, -2.272, -0.313], [-0.648, -1.312, -0.422], [-0.748, -0.887, -1.860], [-1.943, 0.228, -2.216], [-1.399, 1.762, -1.965], [-0.605, 1.947, -0.509], [-1.560, 1.565, 0.791], [-2.129, 2.862, 1.333], [0.164, -1.387, -3.111], [1.270, -2.388, -2.936], [1.459, -2.820, -1.510], [2.166, 6.050, -1.715], [1.142, 4.673, -0.927], [2.732, 4.224, -1.935], [0.989, 5.847, -3.828], [-0.258, 4.728, -2.925], [1.390, 2.598, -3.431], [2.439, 3.721, -4.556], [0.769, 3.941, -6.364], [-0.708, 3.522, -5.138], [0.330, 1.108, -4.747], [1.593, 1.399, -6.217], [-1.591, 0.701, -6.147], [-1.102, 2.003, -7.436], [-1.184, -0.612, -8.295], [0.488, 0.201, -8.653], [1.420, -1.032, -6.380], [-0.369, -1.825, -6.198], [0.057, -3.107, -8.555], [1.745, -2.273, -8.658], [0.738, -4.217, -6.179], [1.791, -4.810, -7.682], [2.693, -2.827, -5.150], [3.546, -2.699, -6.837], [4.917, -4.284, -5.182], [4.280, -5.168, -6.731], [4.018, -6.701, -4.620], [2.324, -6.403, -5.419], [1.527, -4.931, -3.607], [2.391, -6.377, -2.762], [4.062, -3.538, -3.110], [4.443, -5.110, -2.100], [3.938, -5.146, 0.609], [4.388, 1.014, 2.600], [0.144, -2.489, 2.125], [-2.846, -0.056, -1.490], [-2.216, 0.040, -3.349], [-2.332, 2.492, -1.943], [-0.640, 1.999, -2.833], [-0.251, 3.079, -0.375], [0.379, 1.293, -0.476], [-0.965, 0.976, 1.621], [-2.473, 0.890, 0.492], [-2.542, 3.365, 0.501], [-1.407, 3.443, 1.817], [-0.031, -0.977, -4.206], [-4.791, 1.015, 0.998], [-5.492, 1.726, 1.892], [-5.521, 1.316, 3.220], [-6.246, 2.059, 4.152], [-6.944, 3.198, 3.742], [-6.912, 3.598, 2.405], [-6.178, 2.862, 1.476], [-4.980, 0.424, 3.519], [-6.269, 1.752, 5.195], [-7.513, 3.775, 4.468], [-7.459, 4.483, 2.088], [-6.135, 3.163, 0.435], [1.125, -9.877, 9.841], [1.203, -8.681, 9.242], [1.006, -7.526, 9.991], [1.093, -6.281, 9.369], [1.364, -6.204, 8.001], [1.554, -7.369, 7.256], [1.479, -8.614, 7.881], [0.789, -7.605, 11.052], [0.949, -5.372, 9.948], [1.427, -5.233, 7.515], [1.761, -7.307, 6.191], [1.633, -9.529, 7.319], [-3.573, 1.548, -7.122], [-4.561, 0.709, -6.782], [-5.419, 1.048, -5.741], [-6.450, 0.177, -5.391], [-6.606, -1.029, -6.079], [-5.737, -1.362, -7.119], [-4.713, -0.486, -7.477], [-5.277, 1.985, -5.213], [-7.131, 0.436, -4.584], [-7.408, -1.710, -5.802], [-5.858, -2.303, -7.650], [-4.034, -0.725, -8.288], [7.229, -3.536, -5.671], [7.786, -3.823, -4.486], [9.093, -4.295, -4.441], [9.674, -4.589, -3.208], [8.938, -4.416, -2.033], [7.625, -3.946, -2.089], [7.048, -3.642, -3.322], [9.646, -4.431, -5.364], [10.698, -4.951, -3.161], [9.390, -4.649, -1.071], [7.052, -3.817, -1.174], [6.031, -3.267, -3.384], [-7.205, 2.768, 6.988], [-6.648, 2.482, 8.173], [-5.341, 2.009, 8.218], [-4.760, 1.716, 9.452], [-5.496, 1.888, 10.626], [-6.809, 2.359, 10.570], [-7.386, 2.662, 9.337], [-4.787, 1.874, 7.295], [-3.736, 1.353, 9.499], [-5.043, 1.655, 11.588], [-7.381, 2.488, 11.485], [-8.403, 3.037, 9.276], [-5.539, 4.305, 12.454], [-5.461, 5.501, 11.855], [-5.657, 6.656, 12.604], [-5.571, 7.901, 11.982], [-5.300, 7.978, 10.614], [-5.109, 6.813, 9.869], [-5.185, 5.568, 10.494], [-5.875, 6.577, 13.664], [-5.715, 8.810, 12.561], [-5.237, 8.949, 10.128], [-4.902, 6.874, 8.803], [-5.030, 4.653, 9.932], [1.852, 6.876, -5.743], [3.187, 6.790, -5.826], [3.946, 6.789, -4.661], [5.335, 6.694, -4.746], [5.950, 6.613, -5.998], [5.180, 6.619, -7.162], [3.790, 6.703, -7.075], [3.451, 6.862, -3.698], [5.937, 6.685, -3.841], [7.034, 6.543, -6.064], [5.661, 6.560, -8.135], [3.176, 6.700, -7.969]],
  "mulliken_charge": [-1.04, -0.09, -0.71, -0.67, 0.31, -0.09, -0.62, 0.18, -0.91, -0.34, -0.16, -0.07, -0.72, -0.56, -0.06, 0.40, -1.09, 0.28, 0.08, -0.55, 0.83, -0.29, -0.24, 0.56, -0.31, -0.28, 0.80, -0.20, -0.29, 0.14, -0.35, -0.45, -0.20, 0.18, -0.40, 0.21, -0.59, 0.34, 0.02, -0.03, -0.56, -0.02, 0.02, 0.03, 0.30, 0.20, 0.24, 0.17, 0.30, 0.33, 0.37, 0.40, 0.25, -0.48, 0.24, -0.14, 0.32, 0.04, 0.29, 0.16, 0.13, 0.32, 0.27, 0.19, 0.27, -0.14, 0.37, -0.35, 0.45, 0.36, 0.27, 0.23, 0.34, -0.20, 0.46, 0.22, 0.36, 0.31, 0.25, 0.39, 0.35, -0.65, -0.11, 0.20, 0.05, -0.01, 0.23, 0.25, -0.27, -0.28, 0.35, -0.52, -0.19, -0.44, -0.41, -0.43, 0.41, 0.31, 0.38, 0.36, 0.42, -0.31, 0.21, -0.31, -0.55, -0.19, -0.34, -0.39, 0.40, 0.36, 0.39, 0.32, 0.40, -0.32, 0.38, -0.38, -0.47, -0.45, -0.44, -0.27, 0.45, 0.37, 0.37, 0.36, 0.39, -0.30, 0.07, -0.47, -0.40, -0.47, -0.52, -0.19, 0.41, 0.35, 0.37, 0.48, 0.67, -0.24, 0.47, -0.27, -0.52, -0.49, -0.48, -0.40, 0.45, 0.35, 0.36, 0.37, 0.42, -0.26, 0.24, -0.44, -0.44, -0.42, -0.58, 0.13, 0.40, 0.36, 0.36, 0.37, 0.31, -0.33, 0.24, -0.03, -0.52, -0.40, -0.41, -0.39, 0.33, 0.37, 0.37, 0.36, 0.42],
  "total_energy_ev": -123951.158
}



(3)
{
  "formula": "C29H29As2F5N3O4RuS2",
  "method": "wB97M-V/def2-TZVPD",
  "species": ["Ru", "O", "C", "N", "C", "C", "C", "C", "C", "C", "N", "C", "C", "C", "C", "C", "N", "H", "H", "H", "H", "H", "H", "H", "H", "H", "H", "C", "As", "C", "C", "C", "C", "C", "C", "C", "As", "C", "C", "H", "H", "H", "H", "H", "H", "H", "H", "H", "H", "H", "H", "H", "H", "H", "H", "C", "S", "O", "O", "O", "H", "H", "H", "F", "C", "C", "F", "C", "F", "C", "S", "C", "F", "C", "F"],
  "coordinates": [[-0.157, -0.223, -0.690], [-3.649, 1.164, -2.139], [-2.497, 0.824, -1.944], [-2.028, 0.210, -0.831], [-2.942, -0.043, 0.251], [-2.179, -0.651, 1.384], [-2.813, -0.980, 2.577], [-2.077, -1.486, 3.628], [-0.706, -1.643, 3.468], [-0.141, -1.306, 2.259], [-0.856, -0.837, 1.223], [-1.429, 0.977, -2.989], [-1.735, 1.512, -4.224], [-0.737, 1.619, -5.171], [0.533, 1.159, -4.853], [0.753, 0.623, -3.600], [-0.202, 0.539, -2.671], [-3.750, -0.715, -0.063], [-3.396, 0.899, 0.575], [-3.879, -0.817, 2.662], [-2.558, -1.744, 4.562], [-0.079, -2.024, 4.261], [0.922, -1.413, 2.096], [-2.751, 1.840, -4.393], [-0.941, 2.046, -6.144], [1.347, 1.204, -5.562], [1.722, 0.234, -3.334], [3.539, 0.426, -1.688], [2.331, -0.741, -0.673], [3.160, -2.432, -1.117], [2.972, -0.249, 1.079], [3.997, -0.888, 1.765], [4.410, -0.398, 2.996], [3.811, 0.738, 3.523], [2.787, 1.375, 2.835], [2.348, 0.879, 1.611], [0.818, 1.681, 0.662], [-0.175, 2.330, 2.192], [1.577, 3.294, -0.102], [4.463, 0.527, -1.120], [3.098, 1.409, -1.838], [3.768, -0.023, -2.655], [4.236, -2.289, -1.216], [2.737, -2.757, -2.067], [2.944, -3.182, -0.365], [4.470, -1.769, 1.347], [5.198, -0.899, 3.542], [4.137, 1.126, 4.480], [2.324, 2.252, 3.269], [-1.141, 2.683, 1.838], [0.377, 3.156, 2.637], [-0.293, 1.521, 2.913], [2.512, 3.524, 0.407], [0.843, 4.089, 0.029], [1.733, 3.157, -1.170], [-3.245, 4.637, -1.548], [-1.949, 3.881, -0.606], [-2.615, 2.927, 0.284], [-1.262, 4.947, 0.112], [-1.085, 3.215, -1.588], [-3.868, 5.214, -0.868], [-3.821, 3.842, -2.020], [-2.793, 5.287, -2.293], [-2.152, -6.300, 2.309], [-1.759, -5.408, 1.401], [-2.547, -5.141, 0.294], [-3.710, -5.776, 0.146], [-2.136, -4.205, -0.638], [-2.950, -3.969, -1.666], [-0.930, -3.509, -0.521], [-0.479, -2.338, -1.753], [-0.163, -3.826, 0.590], [1.042, -3.251, 0.767], [-0.558, -4.742, 1.547], [0.226, -4.994, 2.600]],
  "mulliken_spin": [0.74, 0.10, -0.01, 0.11, 0.01, -0.01, 0.00, 0.00, 0.00, 0.00, -0.03, 0.01, 0.00, 0.00, 0.00, 0.00, -0.02, 0.00, 0.02, 0.00, 0.00, 0.00, 0.00, 0.00, 0.00, 0.00, 0.00, 0.00, -0.02, 0.00, 0.01, 0.00, 0.00, 0.00, 0.00, -0.02, 0.02, 0.01, 0.01, 0.00, 0.00, 0.00, 0.00, 0.00, 0.00, 0.00, 0.00, 0.00, 0.00, 0.00, 0.01, 0.00, 0.00, 0.00, 0.00, 0.00, 0.01, 0.00, 0.00, 0.00, 0.00, 0.00, 0.00, 0.00, 0.00, 0.00, 0.00, -0.03, 0.00, 0.01, 0.09, 0.00, 0.00, 0.00, 0.00],
  "e_above_lowest_ev": 0.000,
  "multiplicity": 2
}